No. 1
Formula: C46H51IrN5O2P2S
Source: the Open Molecules 2025 dataset
Level of theory: ωB97M-V with the def2-TZVPD basis set

Summary:
E_tot (eV): -92305.3234
LUMO energy (Eh): -0.31830
Charge: +3
Strongest force on any atom (eV/Å): 1.8

XYZ file:
```
108
Properties=species:S:1:pos:R:3:forces:R:3
Ir -0.28790 -0.01580 -0.77530 1.7 0.4 -0.1
O -2.61600 -5.87854 -3.50161 0.0 0.0 0.0
C -1.53464 -5.24068 -4.13156 0.0 -0.1 -0.1
C -1.16086 -4.03369 -3.32460 0.0 0.0 0.0
C -0.07644 -3.23178 -3.67809 0.0 -0.1 0.1
C 0.23104 -2.13564 -2.90492 0.0 -0.1 0.0
N -0.47348 -1.81598 -1.80900 -0.2 0.6 -1.0
C -1.52083 -2.57581 -1.46012 0.0 -0.2 -0.1
C -1.89244 -3.68393 -2.19537 0.0 -0.1 0.1
C -2.23702 -2.07810 -0.28835 -0.2 0.0 0.1
C -3.21661 -2.77373 0.39339 -0.1 0.0 0.0
C -3.88671 -2.17198 1.44932 0.0 0.0 0.0
C -4.87652 -2.93669 2.28770 0.0 0.0 0.1
O -4.14220 -3.33745 3.42944 0.0 0.0 0.0
C -3.58016 -0.84827 1.75176 -0.1 0.0 -0.1
C -2.58450 -0.20625 1.05265 -0.2 0.0 -0.2
N -1.89631 -0.82724 0.07898 0.1 0.1 0.7
H -2.85056 -6.67841 -3.98421 0.0 0.0 0.0
H -1.78675 -4.91621 -5.14826 0.0 0.0 0.0
H -0.65767 -5.89326 -4.20933 0.0 0.0 0.0
H 0.52865 -3.45313 -4.54793 0.0 0.0 0.0
H 1.06386 -1.49138 -3.15181 0.0 0.1 0.0
H -2.74728 -4.28484 -1.92159 0.0 0.0 0.0
H -3.45979 -3.78886 0.11046 0.0 0.0 0.0
H -5.26658 -3.79304 1.73169 0.0 0.0 0.0
H -5.71169 -2.28303 2.55464 0.0 0.0 0.0
H -4.74283 -3.72517 4.07696 0.0 0.0 0.0
H -4.11032 -0.32211 2.53436 0.0 0.0 0.0
H -2.32192 0.82221 1.24911 0.0 0.0 0.0
C 2.69763 0.93236 7.34820 0.0 0.0 -0.1
S 1.28498 1.52091 6.39456 0.0 0.0 0.1
C 1.42873 0.47361 4.92918 0.1 0.2 0.1
C 0.19606 0.71261 4.06881 0.2 -0.1 0.0
C 0.21955 -0.05782 2.75670 0.2 0.3 0.2
N 1.27559 0.36901 1.75806 0.1 0.1 0.2
P 0.65956 1.65231 0.73101 0.4 -0.8 0.0
C 0.53275 3.04278 1.83964 -0.7 0.2 -0.2
C -0.52821 3.93966 1.72820 0.0 -0.1 0.0
C -0.57845 5.04482 2.56546 0.0 0.0 0.0
C 0.42818 5.25059 3.49746 0.0 -0.1 0.0
C 1.49024 4.35574 3.60149 0.0 0.1 0.0
C 1.54454 3.24388 2.78151 0.1 0.1 -0.1
C 1.93633 2.07317 -0.46303 0.0 0.3 -0.2
C 3.02757 2.90170 -0.22896 0.0 0.0 0.0
C 3.90664 3.19414 -1.26234 0.0 0.0 0.0
C 3.68892 2.69573 -2.54123 0.0 0.0 0.1
C 2.59310 1.88237 -2.80056 0.0 -0.1 -0.2
C 1.73668 1.59149 -1.76017 -0.1 -0.2 0.6
P 1.50588 -0.86807 0.57078 -0.2 0.2 0.8
C 3.19924 -0.65277 -0.00869 -0.1 0.0 -0.4
C 4.16611 -0.10318 0.82866 0.0 0.0 0.1
C 5.48853 -0.06786 0.41348 0.0 0.0 0.0
C 5.84440 -0.56275 -0.83496 0.0 0.0 0.0
C 4.87985 -1.10831 -1.67150 0.0 0.0 0.0
C 3.55770 -1.15716 -1.25654 0.1 0.0 0.1
C 1.61723 -2.41312 1.47288 -0.5 -0.2 -0.3
C 2.42581 -2.47413 2.60989 0.1 -0.1 -0.1
C 2.56810 -3.67771 3.27590 0.0 0.0 0.0
C 1.92148 -4.81958 2.80720 0.0 0.1 0.0
C 1.12646 -4.75908 1.67430 0.0 0.0 0.0
C 0.96762 -3.55214 1.00597 0.0 0.1 0.0
H 2.65858 1.44572 8.30628 0.0 0.0 0.0
H 3.63697 1.17499 6.85373 0.0 0.0 0.0
H 2.63017 -0.14081 7.51894 0.0 0.0 0.0
H 1.49385 -0.57324 5.23686 0.0 0.0 -0.1
H 2.34411 0.74413 4.39349 0.0 -0.1 -0.1
H 0.07231 1.77784 3.89824 -0.1 0.0 0.1
H -0.68770 0.37971 4.61988 0.0 0.0 0.0
H -0.76838 -0.00147 2.30029 0.1 0.0 0.0
H 0.40094 -1.10363 2.98923 -0.1 0.0 0.0
H -1.31016 3.77550 0.99522 0.0 0.0 0.0
H -1.40035 5.74388 2.49156 0.0 0.0 0.0
H 0.38584 6.10773 4.15615 0.0 0.0 0.0
H 2.27715 4.52873 4.32261 0.0 0.0 0.1
H 2.35054 2.52743 2.87900 0.0 0.0 0.0
H 3.19353 3.33236 0.74997 0.0 0.0 0.0
H 4.76235 3.82753 -1.06937 0.0 0.0 0.0
H 4.37334 2.94308 -3.34165 0.0 0.0 0.0
H 2.41440 1.50312 -3.79833 0.0 0.0 0.0
H 0.85513 0.94813 -2.02407 0.0 0.1 -0.3
H 3.88598 0.29305 1.79724 0.0 0.0 0.0
H 6.24488 0.34545 1.06780 0.0 0.0 0.0
H 6.87633 -0.51953 -1.15758 0.0 0.0 0.0
H 5.16128 -1.49803 -2.64096 0.0 0.0 0.0
H 2.80610 -1.60061 -1.89979 0.1 0.0 0.0
H 2.93716 -1.58976 2.97042 0.0 0.0 0.0
H 3.19133 -3.73197 4.15838 0.0 0.0 0.0
H 2.04079 -5.75776 3.33237 0.0 0.0 0.0
H 0.63210 -5.65045 1.31186 0.0 0.0 0.0
H 0.34321 -3.50097 0.12053 0.1 0.0 0.0
N -1.48193 1.16878 -1.99297 -0.7 -0.4 0.1
C -2.21149 1.77506 -2.66303 0.0 0.3 -0.1
N -2.97400 2.49279 -3.41240 0.0 0.0 0.1
C -4.41949 2.20405 -3.59117 0.0 -0.1 -0.2
C -4.73242 2.01113 -5.06859 0.1 0.1 0.0
C -4.19376 3.16836 -5.91460 0.1 -0.1 0.1
C -2.69864 3.38379 -5.67337 -0.2 0.0 0.1
C -2.43047 3.63295 -4.19866 0.0 -0.1 -0.1
H -4.97390 3.05769 -3.19658 0.0 0.0 0.1
H -4.67166 1.32024 -3.00816 0.0 0.0 0.1
H -5.81504 1.94078 -5.17668 0.0 -0.1 0.0
H -4.30005 1.06811 -5.41419 0.0 0.0 0.0
H -4.74005 4.08500 -5.67525 0.0 0.0 0.0
H -4.36201 2.95018 -6.96793 -0.1 0.1 0.0
H -2.33661 4.23891 -6.24436 0.0 0.0 0.0
H -2.14036 2.49982 -5.99495 0.0 0.0 0.0
H -2.94583 4.53470 -3.86274 0.0 0.0 0.1
H -1.36844 3.73306 -3.98249 0.0 0.0 0.1
```
Forces are in eV/Å.

=====

No. 2
Formula: C46H51MnN5O3
Source: the Open Molecules 2025 dataset
Level of theory: ωB97M-V with the def2-TZVPD basis set

Summary:
E_tot (eV): -93402.5492
LUMO energy (alpha / beta) (Eh): -0.42197 / -0.42200
Charge: +4
Multiplicity: 2
Strongest force on any atom (eV/Å): 0.6

XYZ file:
```
106
Properties=species:S:1:pos:R:3:forces:R:3
Mn -0.03891 0.43014 0.16855 0.3 0.2 -0.4
O 1.55098 -0.34303 1.49070 0.0 0.2 -0.1
C 0.34536 -2.55880 3.24891 -0.2 0.2 -0.1
C 0.21349 -2.78734 1.75808 -0.1 -0.1 -0.1
C -1.04391 -2.42083 0.99243 0.2 0.1 -0.2
C -2.16310 -3.18585 1.25271 -0.2 -0.2 0.0
C -3.29655 -3.05350 0.47672 -0.1 -0.1 0.1
C -3.23514 -2.20624 -0.61218 -0.1 0.0 -0.1
C -2.09687 -1.46258 -0.84560 0.2 0.1 0.0
C -2.04676 -0.67011 -2.13287 0.0 0.1 0.2
C -2.30495 0.84202 -2.03013 -0.2 -0.2 -0.1
O -0.86205 1.39326 -1.55990 0.2 0.0 0.2
C -2.68698 1.49432 -3.32236 0.2 0.0 0.1
C -2.36406 0.89435 -4.54325 0.0 0.0 -0.1
C -2.67385 1.52251 -5.74087 0.0 0.0 0.0
C -3.30910 2.75678 -5.73411 0.0 0.1 0.0
C -3.63317 3.36571 -4.52683 0.0 0.0 0.0
C -3.32136 2.74265 -3.32965 0.0 0.1 0.0
C -3.20254 1.16229 -0.85561 0.1 0.0 0.0
C -2.73349 1.37024 0.43833 -0.2 -0.3 0.1
C -3.59010 1.55426 1.51695 0.0 0.0 -0.1
C -4.96084 1.52095 1.30607 0.0 0.0 0.0
C -5.44970 1.28190 0.02747 0.0 0.0 0.0
C -4.57994 1.10889 -1.04266 -0.1 0.0 0.0
N -1.01564 -1.49406 -0.01283 -0.1 0.0 0.2
C 1.58445 -2.87854 3.86260 0.0 0.0 0.0
C 1.92036 -2.31538 5.12345 0.0 0.0 0.0
C 3.10171 -2.64738 5.75156 0.0 0.0 0.0
C 3.97181 -3.54696 5.14433 0.1 0.0 0.0
C 3.67857 -4.10287 3.89124 0.1 0.0 0.1
C 2.51607 -3.76233 3.25031 -0.1 0.0 0.0
C -0.78429 -2.15704 4.03981 0.1 -0.2 0.0
C -0.99923 -2.80235 5.27850 0.0 0.0 0.1
C -2.10756 -2.49930 6.04865 0.0 0.0 0.0
C -3.00170 -1.53172 5.61386 0.0 0.0 0.0
C -2.80744 -0.88108 4.38928 0.0 0.0 0.0
C -1.73574 -1.21340 3.59577 0.0 0.1 0.1
H 0.23911 -3.88431 1.70184 0.0 0.0 -0.1
H 1.10079 -2.46602 1.22758 0.0 0.0 0.1
H -2.12895 -3.91410 2.05431 0.0 0.0 0.0
H -4.18375 -3.64208 0.67858 0.0 0.0 0.0
H -4.06266 -2.14087 -1.30595 0.0 0.0 0.0
H -2.82229 -1.07620 -2.77855 0.0 0.0 0.0
H -1.10044 -0.86157 -2.63924 -0.1 0.0 0.0
H -1.88998 -0.08069 -4.58221 0.0 0.1 0.0
H -2.43187 1.04241 -6.68066 0.0 0.0 0.0
H -3.55498 3.24248 -6.67036 0.0 0.0 0.0
H -4.13454 4.32544 -4.51940 0.0 0.0 0.0
H -3.58677 3.22857 -2.39710 0.0 0.0 0.0
H -1.67611 1.41706 0.68153 0.3 0.2 0.0
H -3.19302 1.73959 2.50865 0.0 0.0 -0.1
H -5.64277 1.68563 2.13070 0.0 0.0 0.0
H -6.51863 1.24480 -0.14522 0.1 0.0 0.0
H -4.98352 0.94149 -2.03508 0.0 0.0 0.1
H 1.26655 -1.58108 5.57378 0.0 0.0 0.0
H 3.35003 -2.21107 6.71018 0.0 0.0 0.0
H 4.89359 -3.82015 5.64511 0.0 0.0 0.0
H 4.35739 -4.81886 3.44523 0.0 0.0 0.0
H 2.27928 -4.25388 2.31574 0.0 0.0 0.0
H -0.32872 -3.59151 5.59337 0.0 0.0 0.0
H -2.27382 -3.01922 6.98336 0.0 0.0 0.0
H -3.86764 -1.28950 6.21849 0.0 0.0 0.0
H -3.51382 -0.12645 4.06509 0.0 -0.1 0.0
H -1.60105 -0.70700 2.64905 0.0 0.0 0.0
N 1.92100 -0.09369 0.12149 -0.2 0.0 0.0
C 3.15231 0.72805 -0.00368 -0.1 -0.1 0.0
C 3.03422 2.10741 0.61831 0.0 0.0 0.1
C 1.84440 2.91743 0.14398 -0.1 -0.1 0.0
N 0.55687 2.37699 0.68384 -0.1 -0.2 0.0
H 2.20355 0.07026 2.07984 0.0 0.1 0.0
H 2.11258 -1.01847 -0.25580 0.1 -0.1 0.0
H 3.33912 0.79689 -1.07723 0.0 0.0 0.0
H 3.98088 0.17000 0.43644 0.1 0.0 0.0
H 3.95173 2.64179 0.36624 0.0 0.0 0.0
H 3.03436 2.05767 1.71341 0.0 0.0 0.0
H 1.78380 2.90539 -0.94604 0.0 0.0 0.0
H 1.95459 3.95340 0.45699 0.0 0.1 0.0
H -0.19428 3.00881 0.41205 0.0 0.1 0.0
H 0.58420 2.45264 1.70019 0.1 0.1 0.1
C 0.49060 6.57027 -1.65994 -0.1 0.0 0.0
C 1.29612 6.19286 -2.89632 -0.1 0.0 -0.1
N 0.48866 6.10315 -4.11690 0.0 0.3 0.2
C 0.07173 7.36454 -4.78363 0.0 0.0 0.2
C -1.40134 7.68748 -4.58033 0.0 0.0 0.0
C 0.09619 4.96577 -4.67756 0.0 -0.2 -0.3
O -0.53173 4.83726 -5.71555 0.0 0.0 0.1
C 0.44757 3.62498 -4.04541 0.0 0.1 -0.1
C 1.26756 2.75243 -4.75480 0.1 -0.1 -0.1
C 1.43074 1.43542 -4.33042 0.1 0.1 -0.2
C 0.71899 0.98995 -3.24657 -0.1 0.2 0.1
N -0.07624 1.85917 -2.58948 0.0 -0.3 0.1
C -0.22241 3.15055 -2.94104 0.0 -0.1 0.1
H 1.12134 6.55462 -0.76757 0.0 0.0 -0.1
H -0.35756 5.89130 -1.51244 0.1 0.0 0.0
H 0.08389 7.57835 -1.75007 0.0 -0.1 0.0
H 1.82026 5.24740 -2.74840 0.0 -0.1 0.0
H 2.06718 6.93940 -3.07907 0.1 0.0 0.0
H 0.31080 7.27847 -5.84079 0.0 0.0 -0.1
H 0.69600 8.15108 -4.36428 0.1 0.0 0.0
H -2.03102 6.91798 -5.02536 0.0 0.0 0.0
H -1.62915 8.63364 -5.07097 0.0 0.0 0.0
H -1.65185 7.79358 -3.52239 0.0 0.0 0.0
H 1.76686 3.10346 -5.65177 0.0 0.0 0.0
H 2.07231 0.74699 -4.86431 0.0 0.0 0.0
H 0.72912 -0.02469 -2.88458 0.0 0.0 0.0
H -0.88383 3.74669 -2.32932 -0.1 -0.1 0.0
```
Forces are in eV/Å.